# C30H36Br10F32O4

A 9-piece molecular cluster, C30H36Br10F32O4 overall in a non-equilibrium geometry (wB97M-V/def2-TZVPD, OMol25).

Geometry as XYZ:
```
112
Properties=species:S:1:pos:R:3:lowdin_charge:R:1
F 3.49661 1.28273 2.94999 0.100
C 2.76193 1.40779 4.04613 -0.301
F 2.44701 2.74459 4.15025 0.084
C 1.51116 0.65672 3.76712 -0.385
F 1.73038 -0.66316 3.63465 0.128
F 1.07899 1.09025 2.47282 0.060
C 0.34955 0.90464 4.71385 -0.024
O 0.91302 0.62210 5.97942 0.055
C 0.25831 0.85789 7.07677 -0.542
F -0.32803 2.11899 7.07812 0.123
F -0.71469 -0.10624 7.17176 0.133
C 1.20075 0.78410 8.28943 -0.267
F 2.06910 1.82612 8.25279 0.101
F 0.39657 0.81702 9.38078 0.096
H 3.24974 1.10003 4.96090 0.176
H -0.47606 0.20209 4.51834 0.152
H -0.06303 1.88664 4.61361 0.113
H 1.76540 -0.13806 8.31188 0.170
F 2.00388 2.35528 -2.40810 0.064
C 1.94701 2.55135 -3.76586 -0.295
F 2.49328 1.45445 -4.27153 0.097
C 0.50889 2.88455 -4.30555 -0.436
F 0.72793 3.14950 -5.61034 0.126
F 0.15135 4.05323 -3.71161 0.125
C -0.45210 1.73018 -4.21697 -0.035
O -1.61427 2.14346 -4.93261 0.044
C -2.56968 1.19458 -5.00588 -0.561
F -2.21190 0.16596 -5.80794 0.151
F -2.86082 0.65683 -3.79374 0.122
C -3.82630 1.86877 -5.55046 -0.282
F -4.87321 1.03193 -5.71243 0.104
F -4.16232 2.83867 -4.67372 0.095
H 2.61085 3.39111 -3.98852 0.171
H -0.75672 1.52157 -3.17618 0.121
H 0.00560 0.85649 -4.73379 0.162
H -3.67343 2.30273 -6.53230 0.172
F -5.03733 -0.15281 4.02929 0.075
C -4.87368 1.02378 3.38359 -0.299
F -5.84864 1.84729 3.86896 0.082
C -3.47904 1.58715 3.74402 -0.460
F -2.72014 1.07299 2.75625 0.085
F -3.02564 1.01253 4.86582 0.141
C -3.46361 3.10986 3.78048 0.004
O -2.03865 3.45976 3.86394 0.016
C -1.83274 4.68027 4.30782 -0.617
F -2.34573 5.53344 3.40819 0.133
F -2.38150 4.88484 5.54030 0.148
C -0.33055 4.97040 4.37697 -0.237
F -0.35837 6.27388 4.74275 0.102
F 0.26920 4.15449 5.31261 0.070
H -4.87120 0.86439 2.28591 0.115
H -3.86619 3.38286 4.73775 0.147
H -3.89459 3.51846 2.91041 0.112
H 0.21532 4.78768 3.45618 0.175
F 0.30024 -1.88700 -3.87310 0.076
C 0.73416 -3.19903 -3.76520 -0.279
F 2.09407 -3.23325 -3.73101 -0.019
C 0.29310 -3.72673 -2.43090 -0.530
F 0.80097 -4.97978 -2.31996 0.118
F -1.01571 -3.79409 -2.44924 0.173
C 0.71350 -3.00396 -1.21005 -0.068
O 0.08397 -1.76101 -1.01276 0.025
C 0.87590 -0.65429 -0.63526 -0.534
F 1.67801 -1.04312 0.38050 0.140
F 1.64486 -0.32628 -1.66483 0.168
C -0.05590 0.42421 -0.23412 -0.274
F -0.81667 0.63003 -1.33917 0.076
F -0.81405 -0.07679 0.77543 0.093
H 0.41929 -3.81315 -4.62280 0.093
H 1.82085 -2.94260 -1.24418 0.134
H 0.38599 -3.70512 -0.44378 0.147
H 0.43303 1.36352 0.06725 0.172
Br 2.54808 -5.16221 -6.08428 0.718
C 2.02573 -5.03374 -7.91567 -0.685
C 0.91443 -4.02043 -7.97361 -0.670
Br -0.81629 -4.60666 -7.18546 0.598
H 1.72278 -6.00901 -8.23695 0.049
H 2.90910 -4.68756 -8.46451 0.070
H 0.71425 -3.81471 -9.01799 0.055
H 1.19967 -3.13365 -7.41563 0.044
Br -0.94887 -3.62506 2.84438 0.622
C -2.26952 -2.52962 1.93759 -0.728
C -3.72064 -3.04076 2.03519 -0.621
Br -4.78969 -1.78839 1.00602 0.680
H -1.95091 -2.51509 0.88796 0.035
H -2.15753 -1.50513 2.35945 0.037
H -4.14121 -2.88181 3.00801 0.041
H -3.77775 -4.00274 1.64123 0.036
Br 4.59425 -4.40847 -2.01725 0.675
C 5.54275 -2.70808 -2.20977 -0.673
C 4.82612 -1.83145 -3.20989 -0.697
Br 5.81157 -0.17103 -3.57785 0.618
H 6.59270 -2.95790 -2.46574 0.069
H 5.56817 -2.16519 -1.27599 -0.012
H 3.83783 -1.62552 -2.81377 0.035
H 4.79966 -2.31746 -4.19075 0.050
Br -4.63022 1.60434 -0.99682 0.690
C -4.21398 3.42031 -1.35107 -0.743
C -2.72478 3.65996 -1.42668 -0.666
Br -2.11664 3.85053 0.40099 0.724
H -4.73385 4.05543 -0.61695 0.063
H -4.60523 3.70400 -2.25249 0.011
H -2.58613 4.60036 -1.93630 0.061
H -2.10828 2.88659 -1.97345 0.056
Br 2.95280 -4.95547 2.96597 0.613
C 3.77812 -3.18579 2.86360 -0.682
C 4.67894 -3.15889 1.60428 -0.634
Br 5.30545 -1.27648 1.42961 0.627
H 4.43253 -2.99292 3.67409 0.043
H 3.00830 -2.45897 2.77328 0.007
H 4.16724 -3.24434 0.64015 -0.010
H 5.57372 -3.79464 1.74792 0.072
```

Properties
HOMO = -0.37429 Ha
structure (SMILES) = FC(F)C(F)(F)COC(F)(F)C(F)F.FC(F)C(F)(F)COC(F)(F)C(F)F.FC(F)C(F)(F)COC(F)(F)C(F)F.FC(F)C(F)(F)COC(F)(F)C(F)F.BrCCBr.BrCCBr.BrCCBr.BrCCBr.BrCCBr
HOMO-LUMO gap = 10.473 eV
F_max = 3.97 eV Å⁻¹
E_tot = -30401.5864 Ha